Entry 1:
Density functional theory data (wB97M-V/def2-TZVPD) for a molecular structure, C27H47Br3Cl6N2O8Zr in a non-equilibrium geometry.

XYZ file:
```
94
Properties=species:S:1:pos:R:3:forces:R:3
Zr 5.28331 -29.34050 -15.19750 -7.831 -0.291 5.074
Br 1.16321 -25.44065 -10.94188 0.285 -0.091 -0.369
Br 0.91079 -25.93028 -7.91924 0.342 -0.508 -0.013
Br 1.06440 -28.45565 -9.93646 0.140 0.203 0.245
Cl 2.04089 -25.10822 -21.34393 0.178 0.077 0.165
Cl 0.03451 -32.33487 -10.83396 0.007 -0.212 -0.013
Cl 2.49579 -24.58137 -18.50160 -0.155 0.084 -0.066
Cl -1.84576 -33.72956 -12.54347 0.248 -0.158 -0.135
Cl 0.55750 -26.56863 -19.37200 0.106 -0.098 0.167
Cl 1.06666 -34.36216 -12.69419 -0.459 -0.025 0.147
O 4.71983 -25.19153 -16.28021 0.773 -0.930 0.207
O 4.71777 -27.15495 -15.18893 0.822 -1.118 -0.487
O 4.69478 -33.51933 -14.40479 -0.712 0.444 -0.265
O 5.12098 -31.56896 -15.37933 1.570 1.718 0.080
O 4.93975 -29.17051 -13.11889 1.977 -0.576 -4.622
O 3.19069 -29.52661 -15.43914 4.570 0.401 -0.934
O 5.62271 -33.49823 -16.39024 -0.128 0.527 -0.009
O 3.40252 -25.45852 -14.57947 0.511 -0.505 1.071
N 1.90614 -29.94338 -15.39220 0.850 -0.004 0.391
N 4.85549 -29.46929 -11.82346 -0.071 0.449 0.339
C 4.30776 -26.01249 -15.34581 -0.439 1.394 -0.110
C 5.95263 -31.72556 -11.81584 0.621 -0.060 0.217
C 1.56642 -28.29571 -13.55104 0.893 -0.163 0.482
C 1.06482 -28.85258 -14.89694 -0.826 0.407 1.908
C 3.24334 -24.05297 -14.91180 -0.261 -0.271 -0.719
C -0.89337 -30.35718 -15.60708 0.029 1.859 -0.177
C 1.42694 -30.11292 -17.87067 0.269 0.858 0.219
C 1.52186 -30.82328 -16.52456 -1.039 0.464 1.496
C 2.48157 -31.99534 -16.63243 -0.977 -0.880 -0.425
C 0.94421 -27.63816 -15.82226 -0.628 -0.789 -0.898
C 2.10107 -25.80055 -19.73018 -0.171 0.028 -0.381
C 4.47695 -34.86974 -14.88961 2.010 -0.316 -0.671
C 3.50638 -31.40863 -12.32641 -0.637 -0.822 -0.549
C 5.47160 -34.90064 -16.03831 1.213 -0.571 -0.731
C -0.30469 -29.46052 -14.51634 0.648 -0.660 -0.415
C 5.60031 -28.47758 -11.03182 -0.982 0.608 1.597
C 4.68767 -30.90024 -11.50480 -0.409 0.206 -0.391
C 1.68212 -26.66434 -9.53920 -0.822 0.422 0.181
C 5.18207 -32.78992 -15.38559 -0.697 -1.105 -0.072
C 0.13968 -31.36435 -16.06735 -0.086 -0.381 -0.989
C 5.16611 -30.18879 -9.11919 -0.716 0.843 -0.384
C 4.38467 -23.82010 -15.89347 -0.056 -1.048 -0.806
C 7.12617 -28.46235 -11.16465 -0.830 -0.917 -1.419
C 4.25495 -30.97721 -10.03530 0.664 -0.225 0.130
C 4.99791 -27.08878 -11.37250 1.446 0.050 0.743
C 5.20583 -28.71872 -9.56206 0.359 -0.927 0.481
C -0.21355 -33.14001 -12.39843 0.639 0.482 0.135
H 2.50789 -31.18209 -11.94542 0.283 0.383 0.436
H 6.47055 -35.26811 -15.79320 -0.082 0.190 0.420
H 5.93846 -28.29914 -8.86951 -0.100 0.763 -0.355
H 5.32339 -23.44386 -15.49751 -0.289 0.580 0.071
H 2.32228 -29.48751 -17.95537 0.153 -0.263 -0.442
H 5.74779 -32.51502 -12.53344 -0.019 -0.110 0.138
H 4.22833 -28.26234 -9.39768 0.000 -0.107 0.165
H 7.57184 -27.64052 -10.61561 0.059 -0.065 0.071
H 2.26913 -24.03891 -15.39693 0.000 0.532 0.057
H 4.27718 -32.00947 -9.67781 -0.309 -0.145 -0.420
H 2.75871 -26.67421 -9.46151 0.026 0.005 0.041
H 1.87111 -27.31416 -16.29893 0.172 -0.222 0.144
H 3.54119 -32.49929 -12.33944 0.030 0.000 0.044
H 0.27338 -27.97360 -16.61490 -0.012 0.644 -0.201
H 6.81364 -31.16915 -12.19957 -0.299 0.363 -0.183
H 4.71797 -30.18125 -8.12485 0.321 -0.256 0.147
H 6.17998 -30.59035 -9.07014 -0.062 -0.157 0.048
H 2.90170 -26.52764 -19.69969 -0.113 -0.125 -0.016
H 0.25679 -32.10280 -15.27034 0.256 -0.173 -0.198
H 1.75899 -28.96938 -12.71100 0.421 -0.810 -0.702
H 3.28748 -23.42054 -14.03249 -0.071 -0.261 0.187
H -1.82899 -30.78756 -15.25333 0.138 -0.394 -0.085
H -0.90673 -28.60891 -14.20479 -0.452 -0.288 -0.059
H 3.46122 -31.73658 -17.01829 -0.067 0.023 -0.090
H -0.18496 -31.84649 -16.99503 -0.493 -0.435 0.391
H 7.31760 -28.36149 -12.24028 0.404 0.308 0.071
H 4.89974 -35.49875 -14.11436 -0.991 -0.412 0.180
H 7.52672 -29.44324 -10.90959 0.241 0.216 0.462
H 1.97490 -32.67624 -17.32663 0.367 0.149 -0.412
H 4.07210 -23.42239 -16.85223 0.171 0.849 0.323
H 6.36359 -32.17284 -10.90793 -0.225 -0.182 -0.003
H 0.00374 -32.37589 -13.13261 -0.379 -0.011 -0.156
H 3.50083 -35.07351 -15.31999 -0.465 0.313 0.957
H 0.50382 -26.77308 -15.33103 -0.073 -0.133 0.185
H 3.45039 -31.09327 -13.36994 0.443 0.066 0.022
H 2.47651 -27.73003 -13.74939 -0.051 0.245 0.424
H 5.21770 -35.46318 -16.93355 -0.572 0.256 0.031
H -1.18235 -29.66265 -16.40510 -0.046 -0.382 -0.313
H 2.51903 -32.64216 -15.75079 0.239 0.626 0.452
H 0.61714 -29.38876 -17.94244 -0.214 -0.266 0.179
H 3.23409 -30.59716 -9.99567 0.039 0.007 0.267
H 3.92763 -27.12052 -11.55364 0.053 -0.051 -0.530
H 0.82591 -27.69739 -13.01529 -0.155 0.575 -0.883
H 5.64526 -26.61101 -12.11075 -0.676 0.086 -0.574
H 1.31555 -30.79693 -18.70896 0.263 -0.095 0.037
H -0.10986 -30.11141 -13.65666 -0.061 0.286 0.253
H 5.14954 -26.46679 -10.48356 -0.046 0.006 -0.004
```
Forces are in eV/Å.

Charge = +2
HOMO = -0.46009 hartree
Frontier orbital gap = 5.15 eV


Entry 2:
Density functional theory data (wB97M-V/def2-TZVPD) for a single C5H10N4O3 molecule in a non-equilibrium geometry.

XYZ file:
```
22
Properties=species:S:1:pos:R:3:forces:R:3
O 0.98197 -2.30987 -0.43315 1.986 0.288 0.014
O 0.60640 2.59241 -0.35895 -0.440 -1.753 0.405
O 2.59167 -0.35095 1.23109 -0.384 0.694 0.076
N -1.52802 -1.06880 -0.33364 0.499 -0.080 0.091
N -0.84377 0.04797 -0.04859 0.012 -0.007 -0.212
N -2.89014 0.35225 0.59105 0.052 0.874 -0.435
N -2.71005 -0.82936 0.04097 -2.117 -2.649 -0.103
C 1.00839 1.37239 -0.99205 -1.436 -0.530 -0.085
C 0.59980 0.12064 -0.16917 1.099 0.745 -0.343
C 1.05356 -1.04192 -1.04371 -1.306 0.013 -1.314
C -1.71935 0.90054 0.46766 1.284 0.950 0.376
C 1.24313 0.07691 1.25012 -0.683 -0.360 -0.685
H 0.39992 -0.97584 -1.99023 1.054 -0.357 1.173
H 2.60344 -1.29568 1.07958 -0.086 -0.414 -0.094
H 1.20194 1.10191 1.64413 0.039 -0.478 0.246
H 0.10878 -2.64163 -0.28025 -1.102 0.313 -0.209
H -1.36520 1.87894 0.61880 -0.209 1.112 0.723
H 2.07645 1.33112 -1.18311 0.155 0.106 0.101
H 2.09107 -0.80544 -1.32526 -0.289 -0.662 0.136
H 0.56676 -0.62290 1.77645 0.580 0.408 0.426
H 0.44126 1.22192 -1.93912 0.540 0.485 0.225
H 1.12610 3.26908 -0.73858 0.751 1.300 -0.512
```
Forces are in eV/Å.

SMILES string = OCC(CO)(CO)n1cnnn1
HOMO = -0.38263 hartree
Energy relative to the best compared isomer or geometry (same formula, charge and spin) = 0.0 kcal/mol
Frontier orbital gap = 10.78 eV


Entry 3:
Density functional theory data (wB97M-V/def2-TZVPD) for a molecular structure, C32H34BrF2N4OTi.

XYZ file:
```
75
Properties=species:S:1:pos:R:3:forces:R:3
Br -2.87566 -1.70734 -1.68802 -0.053 0.024 0.003
Ti -0.63526 -0.63540 -0.22687 0.377 -0.216 0.068
F -2.77025 -1.78290 1.90173 -0.015 -0.015 0.008
F -2.37274 0.37055 2.24163 -0.016 0.002 0.011
O -0.34415 -0.01771 -2.65500 -0.009 0.041 0.024
N 1.01170 2.03620 0.93911 -0.005 -0.022 -0.031
N 1.63185 -0.31590 -0.73703 -0.048 -0.090 -0.040
N 0.10056 -2.49918 -1.14948 -0.013 0.077 0.075
N 0.00649 1.07468 1.23674 -0.063 0.023 0.050
C 0.00567 -1.58912 2.80417 0.002 0.016 0.058
C 1.73628 -4.26152 -0.90924 0.021 -0.050 -0.060
C 1.39666 -3.47830 3.35427 0.010 -0.029 -0.008
C -2.09161 1.25542 -1.02642 -0.016 0.078 -0.021
C 0.10659 -2.78777 -2.47900 -0.027 0.014 -0.093
C 2.69357 3.61402 1.54498 -0.011 -0.004 0.002
C 0.84355 -2.96896 1.05461 0.027 -0.043 -0.085
C 0.89511 0.63848 -2.80624 -0.062 -0.011 -0.012
C 0.09174 -1.81980 1.40597 -0.085 0.039 -0.178
C 3.15452 -0.45860 -2.59625 0.081 -0.019 0.028
C 1.47494 -3.78227 2.01792 0.014 0.009 0.027
C -3.45550 1.08907 -1.45706 -0.020 0.008 -0.003
C -3.99504 -0.17629 -1.81675 0.014 -0.036 0.005
C 1.95072 -0.09018 -2.03752 -0.029 -0.023 0.092
C 4.14040 -1.03182 -1.79349 -0.053 0.023 0.028
C 2.61750 -0.82182 0.03978 -0.101 0.046 -0.024
C -4.36528 2.18068 -1.55472 0.005 -0.006 -0.001
C 1.68808 2.61493 2.11005 0.006 0.010 0.009
C 0.64032 -2.36371 3.74975 -0.010 0.034 -0.022
C -2.61625 3.66459 -0.84632 0.009 0.001 -0.001
C 3.86458 -1.17440 -0.44306 0.084 0.007 -0.069
C -6.15304 0.73281 -2.30980 -0.003 -0.010 0.001
C -3.90986 3.48083 -1.22921 -0.008 0.006 0.006
C 0.88345 -3.75313 -3.06353 -0.008 0.006 0.006
C 2.43186 1.56720 2.94867 -0.008 0.005 -0.004
C -5.28151 -0.37145 -2.22602 0.007 0.016 -0.003
C 0.91181 -3.27274 -0.35817 -0.015 -0.006 0.140
C -1.72904 2.56498 -0.76483 -0.037 -0.010 -0.014
C -2.44833 -0.62027 1.19801 0.058 0.060 -0.106
C -5.70168 1.97591 -1.97903 -0.002 0.010 -0.004
C 0.65430 3.34207 2.96537 0.010 -0.002 -0.003
C 1.74595 -4.51077 -2.26027 -0.002 0.016 0.050
H -7.17609 0.58190 -2.63103 -0.001 0.002 -0.001
H 1.68486 1.55904 0.34975 0.009 0.020 0.011
H -3.39370 -0.35164 0.71047 -0.032 -0.012 0.047
H -0.98708 0.58605 -2.16170 0.001 -0.002 -0.028
H -0.05775 2.64480 3.40994 0.000 0.001 0.000
H 2.17806 4.38688 0.97347 0.002 0.001 0.000
H 2.39240 -5.26890 -2.68379 0.000 -0.005 0.001
H 3.32131 -0.28753 -3.65244 -0.014 0.002 0.000
H 3.26176 4.08478 2.34943 0.003 0.002 -0.001
H -2.25660 4.66046 -0.60797 0.000 -0.002 0.003
H 2.37573 -0.95390 1.08435 -0.005 -0.014 0.000
H 2.02363 -4.66617 1.71324 0.009 -0.001 0.010
H -0.87722 1.54597 1.39807 0.008 0.013 0.007
H 2.91149 2.03949 3.80924 0.002 -0.004 0.001
H -6.36216 2.83433 -2.03528 0.000 0.000 0.001
H 0.22544 0.55079 2.07878 -0.004 0.012 0.016
H 0.82106 -3.90546 -4.13317 -0.007 0.004 -0.002
H 3.40090 3.11019 0.88084 0.003 0.000 -0.001
H -0.70802 2.78395 -0.46852 0.006 0.000 0.004
H 3.20560 1.08154 2.34966 0.004 -0.002 0.002
H -0.54733 -2.18895 -3.09329 0.018 0.012 0.016
H 1.88360 -4.10572 4.09183 0.002 -0.003 -0.003
H 1.76649 0.79037 3.33216 0.002 -0.001 -0.001
H 1.14799 3.88074 3.77672 -0.002 0.001 0.000
H 4.59447 -1.58879 0.24033 -0.012 -0.001 0.009
H 5.09074 -1.34002 -2.20918 -0.002 0.000 -0.002
H 0.81977 1.66143 -2.40984 0.007 -0.004 -0.002
H -4.60330 4.31178 -1.30055 0.001 0.001 0.001
H -5.62742 -1.36565 -2.47375 -0.001 0.000 -0.001
H -0.62268 -0.78306 3.17381 -0.002 -0.002 -0.004
H 0.09842 4.05609 2.35457 -0.003 0.001 0.003
H 2.38780 -4.82208 -0.25388 0.007 0.005 0.002
H 1.16161 0.69489 -3.86560 -0.005 -0.004 0.000
H 0.53327 -2.12867 4.80389 -0.004 -0.001 0.002
```
Forces are in eV/Å.

Charge = -1
HOMO (alpha / beta) = -0.06632 / -0.06395 hartree
Energy relative to the best compared isomer or geometry (same formula, charge and spin) = 0.0 kcal/mol
Frontier orbital gap (alpha / beta) = 4.46 / 4.39 eV


Entry 4:
Density functional theory data (wB97M-V/def2-TZVPD) for a molecular structure, C40H38BNO2P2Rh.

XYZ file:
```
85
Properties=species:S:1:pos:R:3:forces:R:3
Rh 0.24448 0.71789 -0.17632 -0.019 -0.013 -0.026
P 1.62086 2.22217 -1.48342 -0.014 -0.052 0.068
P -2.00622 1.25884 0.56974 -0.060 0.076 0.066
O 2.03277 -1.89407 0.12218 -0.051 -0.018 -0.025
O -0.18734 -2.25370 0.56639 0.042 -0.043 -0.037
N -0.89828 0.87039 -2.03950 -0.003 -0.030 0.043
C 2.73827 -4.27075 0.40250 -0.001 -0.041 0.004
C -3.87245 0.89359 4.19065 -0.002 -0.011 0.017
C 1.82136 5.80819 0.36079 -0.016 0.009 -0.006
C -2.66900 -0.76748 2.31819 0.007 -0.008 -0.006
C -3.80909 -0.47363 4.41256 0.007 -0.011 -0.009
C -2.91384 0.39179 -0.81796 0.002 -0.009 0.009
C 2.23958 -5.53294 0.70551 -0.018 0.024 0.002
C -2.09611 5.30640 0.18125 -0.006 -0.014 0.009
C -2.72539 1.56888 -3.21663 0.003 -0.020 0.037
C 1.41604 6.72335 -0.60486 0.010 -0.001 0.008
C -1.61962 2.01279 -3.87797 0.041 -0.012 0.055
C 3.39087 1.88415 -1.63208 0.018 -0.006 0.022
C -3.44425 5.58444 0.02806 -0.008 0.015 -0.001
C -0.00833 -4.70185 0.95808 0.037 -0.031 -0.006
C -3.96628 3.24788 0.24807 0.014 0.001 -0.002
C -2.24487 0.87371 -2.04555 0.001 0.034 -0.065
C 0.43392 -7.19856 1.30599 -0.002 0.017 -0.024
C -2.75054 0.60589 2.08237 0.004 -0.030 -0.018
C 0.74181 -8.10981 0.10948 -0.007 0.005 0.009
C 1.18661 -7.70765 2.54232 -0.003 0.006 0.010
C -2.60699 2.95853 0.39084 0.021 0.013 -0.027
C 1.82814 -3.23969 0.38396 0.057 0.020 0.004
C -1.06567 -7.27218 1.59344 0.007 -0.012 -0.002
C -3.34504 1.43698 3.02831 -0.002 0.023 0.001
C -1.68015 3.99337 0.36225 0.018 0.003 0.017
C 1.49928 4.00852 -1.21507 0.021 0.007 0.028
C 5.14860 0.24130 -1.68745 0.023 0.014 -0.004
C 1.09095 4.92840 -2.17368 -0.050 -0.017 0.000
C -4.38001 4.55579 0.06622 -0.008 -0.005 0.002
C 1.85393 4.45792 0.05969 0.036 -0.008 -0.015
C 1.04581 6.28263 -1.86522 0.000 0.001 -0.012
C 0.49737 -3.45856 0.65402 -0.084 0.066 0.015
C 4.32500 2.89476 -1.84549 0.006 -0.018 -0.038
C 3.80744 0.55532 -1.54364 -0.018 0.035 0.038
C 6.07757 1.25038 -1.90523 0.008 -0.035 -0.002
C 0.96823 1.87984 -3.19375 -0.043 0.050 -0.019
C -0.48183 1.58358 -3.09605 -0.011 0.025 -0.099
C 0.88764 -5.77334 0.98443 0.012 0.010 -0.001
C -3.20480 -1.30371 3.47687 -0.007 0.022 0.014
C 5.66768 2.57306 -1.97974 -0.017 0.037 -0.005
B 0.77986 -1.30667 0.23510 0.046 0.046 0.008
H -1.65937 -6.95541 0.73377 -0.001 0.000 -0.004
H 3.78707 -4.10942 0.19576 0.001 0.004 -0.001
H -1.06153 -4.82358 1.16314 -0.005 -0.012 0.003
H 3.09046 -0.23137 -1.33715 -0.005 -0.018 -0.007
H 6.39386 3.35820 -2.14266 -0.001 0.000 -0.001
H -1.33873 -8.30339 1.82022 -0.005 0.000 0.001
H -4.70517 2.45686 0.29586 -0.003 -0.007 -0.004
H 1.20287 2.66496 -3.91032 0.007 -0.009 -0.009
H 0.98271 -7.07549 3.40841 0.003 0.000 0.002
H -3.77450 6.60492 -0.11524 0.003 0.001 0.000
H 0.80039 4.60958 -3.16579 0.005 -0.014 -0.005
H 4.00978 3.92862 -1.90455 0.006 0.006 0.001
H 2.93584 -6.36064 0.72556 -0.004 -0.006 0.003
H 5.47066 -0.78884 -1.61624 -0.005 -0.005 0.002
H 0.21994 -7.76570 -0.78519 -0.003 0.000 -0.002
H -3.75884 1.70874 -3.48888 -0.006 -0.011 0.011
H 2.15986 3.74279 0.81656 0.010 0.011 -0.001
H -2.73773 -0.68024 -0.68147 0.001 0.006 -0.005
H -4.22508 -0.89322 5.31879 0.001 -0.002 0.001
H -1.34267 -6.66030 2.45418 -0.002 -0.001 0.006
H 0.72574 6.99201 -2.61675 0.002 0.002 -0.001
H 1.80896 -8.13628 -0.11181 0.003 -0.004 -0.003
H -1.58131 2.57793 -4.79493 0.017 0.003 -0.004
H -5.43347 4.77729 -0.04189 -0.001 0.000 0.001
H 7.12611 1.00522 -2.01015 0.001 -0.004 0.003
H 1.38823 7.77947 -0.37116 0.003 0.002 0.001
H 2.10856 6.14808 1.34684 0.000 0.000 0.002
H 0.41862 -9.13023 0.32339 0.001 -0.004 0.000
H -1.36380 6.10248 0.15971 -0.004 -0.002 0.003
H -3.14328 -2.36903 3.65445 0.001 -0.004 0.000
H -4.33399 1.54129 4.92390 -0.001 0.005 -0.003
H -2.17045 -1.41675 1.60869 0.007 -0.016 -0.008
H 1.50695 0.97940 -3.50877 -0.008 -0.017 0.010
H 0.87005 -8.72497 2.77904 0.000 -0.007 0.004
H 2.26473 -7.72247 2.38194 0.003 -0.001 0.001
H -3.98371 0.58563 -0.79744 -0.006 -0.008 -0.018
H -3.39796 2.50545 2.86556 -0.002 0.002 -0.012
H -0.62781 3.77225 0.48497 -0.005 0.001 0.000
```
Forces are in eV/Å.

⟨S²⟩ = 6.02
Spin multiplicity = 5
Charge = +1
HOMO (alpha / beta) = -0.37257 / -0.38443 hartree
Energy relative to the best compared isomer or geometry (same formula, charge and spin) = 0.0 kcal/mol
Frontier orbital gap (alpha / beta) = 8.27 / 5.62 eV


| no. | energy (eV) |
| --- | --- |
| 1 | -334646.63674 |
| 2 | -17447.85621 |
| 3 | -140335.98399 |
| 4 | -69939.71978 |